No. 1
Here is a 2-piece molecular cluster, H2N2P2 overall in a non-equilibrium geometry from the Open Molecules 2025 dataset. Energies are from wB97M-V/def2-TZVPD.

Results
SMILES ... [H]/N=P/[H].N#P
HOMO-LUMO gap ... 7.93 eV
HOMO level ... -8.2945 eV
Energy relative to the best compared isomer or geometry (same formula, charge and spin) ... 53.1 kcal/mol
E_LUMO ... -0.013 Eh

```
! wB97M-V def2-TZVPD RIJCOSX def2/J DEFGRID3
* xyz 0 1
H -1.852 0.792 -1.230
N -1.785 0.240 -0.388
P -0.550 0.023 0.458
H -1.354 -0.472 1.624
N 2.157 -0.703 -0.233
P 3.384 0.120 -0.233
*
```

No. 2
Here is an isolated molecule of H2N3P3 in a non-equilibrium geometry from the Open Molecules 2025 dataset. Energies are from wB97M-V/def2-TZVPD.

Results
HOMO-LUMO gap (spin up / spin down) ... 6.93 / 6.92 eV
HOMO level (spin up / spin down) ... -7.8894 / -7.9057 eV
Energy relative to the best compared isomer or geometry (same formula, charge and spin) ... 51.6 kcal/mol
E_LUMO (spin up / spin down) ... -0.035 / -0.036 Eh

```
! wB97M-V def2-TZVPD RIJCOSX def2/J DEFGRID3
* xyz 0 1
N 0.185 -0.810 -1.106
N -0.505 0.899 0.501
N 1.094 -0.527 1.545
P -0.710 -1.084 -2.508
P 0.611 1.016 1.745
P -0.326 -0.909 0.475
H 0.967 -0.190 -1.087
H -1.316 1.605 0.434
*
```

No. 3
Here is an isolated molecule of H2N3PS in a non-equilibrium geometry from the Open Molecules 2025 dataset. Energies are from wB97M-V/def2-TZVPD.

Results
HOMO-LUMO gap (spin up / spin down) ... 7.46 / 7.46 eV
HOMO level (spin up / spin down) ... -8.9483 / -8.9485 eV
Energy relative to the best compared isomer or geometry (same formula, charge and spin) ... 0.0 kcal/mol
E_LUMO (spin up / spin down) ... -0.055 / -0.055 Eh

```
! wB97M-V def2-TZVPD RIJCOSX def2/J DEFGRID3
* xyz 0 1
N 0.886 -0.089 0.060
N 0.213 0.980 -0.275
N 2.102 -0.343 0.305
P 3.394 0.778 0.219
S 4.858 -0.395 -0.233
H 0.418 -0.951 0.096
H -0.689 0.759 -0.673
*
```

No. 4
Here is an isolated ion of composition H2N3S4 and charge +1 in a non-equilibrium geometry from the Open Molecules 2025 dataset. Energies are from wB97M-V/def2-TZVPD.

Results
HOMO-LUMO gap ... 7.11 eV
HOMO level ... -13.3656 eV
Energy relative to the best compared isomer or geometry (same formula, charge and spin) ... 22.8 kcal/mol
E_LUMO ... -0.230 Eh

```
! wB97M-V def2-TZVPD RIJCOSX def2/J DEFGRID3
* xyz 1 1
N 0.511 1.366 0.231
N 0.292 -1.189 -0.477
N 2.166 0.048 -1.371
S -0.874 0.638 -0.369
S 2.130 1.220 -0.306
S -2.378 0.832 0.746
S 1.292 -1.188 -1.704
H 0.674 2.034 0.958
H -0.552 -1.671 -0.355
*
```

No. 5
Here is an isolated molecule of H2N4 in a non-equilibrium geometry from the Open Molecules 2025 dataset. Energies are from wB97M-V/def2-TZVPD.

Results
SMILES ... [H]/N=N\N=N\[H]
HOMO-LUMO gap ... 9.16 eV
HOMO level ... -9.0811 eV
Energy relative to the best compared isomer or geometry (same formula, charge and spin) ... 86.8 kcal/mol
E_LUMO ... 0.003 Eh

```
! wB97M-V def2-TZVPD RIJCOSX def2/J DEFGRID3
* xyz 0 1
H 1.731 -1.144 0.421
N 1.773 -0.269 0.079
N 0.847 0.489 -0.041
N -0.489 0.211 -0.296
N -1.569 0.433 0.233
H -2.294 0.281 -0.395
*
```

No. 6
Here is an isolated molecule of H2N4O in a non-equilibrium geometry from the Open Molecules 2025 dataset. Energies are from wB97M-V/def2-TZVPD.

Results
SMILES ... N/N=N\N=O
HOMO-LUMO gap ... 8.14 eV
HOMO level ... -8.1803 eV
Energy relative to the best compared isomer or geometry (same formula, charge and spin) ... 105.3 kcal/mol
E_LUMO ... -0.001 Eh

```
! wB97M-V def2-TZVPD RIJCOSX def2/J DEFGRID3
* xyz 0 1
N -0.069 -0.711 -1.242
N -0.641 -0.724 -0.035
N -0.400 0.277 0.741
N 0.320 0.817 1.513
O 0.385 1.888 2.014
H 0.764 -0.057 -1.181
H -0.358 -1.490 -1.810
*
```

No. 7
Here is a 2-piece molecular cluster, H2N4O overall in a non-equilibrium geometry from the Open Molecules 2025 dataset. Energies are from wB97M-V/def2-TZVPD.

Results
HOMO-LUMO gap ... 9.25 eV
HOMO level ... -8.4450 eV
Energy relative to the best compared isomer or geometry (same formula, charge and spin) ... 65.9 kcal/mol
E_LUMO ... 0.030 Eh

```
! wB97M-V def2-TZVPD RIJCOSX def2/J DEFGRID3
* xyz 0 1
N -3.983 -1.182 -0.004
N -4.041 -0.066 0.048
N -0.101 0.013 0.012
N -1.299 0.079 -0.164
O -4.164 1.075 0.015
H 0.576 -0.292 -0.774
H 0.263 -0.003 1.017
*
```

No. 8
Here is a 2-piece molecular cluster, H2N4O overall in a non-equilibrium geometry from the Open Molecules 2025 dataset. Energies are from wB97M-V/def2-TZVPD.

Results
HOMO-LUMO gap ... 9.30 eV
HOMO level ... -8.4621 eV
Energy relative to the best compared isomer or geometry (same formula, charge and spin) ... 66.1 kcal/mol
E_LUMO ... 0.031 Eh

```
! wB97M-V def2-TZVPD RIJCOSX def2/J DEFGRID3
* xyz 0 1
N -0.007 -1.267 1.003
N -0.357 1.180 -1.084
N 1.067 -0.880 0.498
N -1.382 1.093 -0.662
O -2.444 1.166 -0.196
H 1.304 0.153 0.340
H 1.818 -1.446 0.101
*
```